1.
This record from the Open Molecules 2025 dataset describes a cluster of 2 separate species, C2H7NO2S2 in total in a non-equilibrium geometry. The level of theory is wB97M-V/def2-TZVPD.

- relative energy (zero: lowest compared OMol25 entry of this formula, charge and spin) (kJ/mol) = 394.15
- calculated total energy (Ha) = -1081.8869
- structure (SMILES) = C[S@@](=N)(=O)O.C=S
- HOMO-LUMO gap (eV) = 8.39

The geometry in ORCA input format:
```
! RIJCOSX wB97M-V def2-TZVPD def2/J DEFGRID3
* xyz 0 1
C -2.31 -0.77 0.22
C 2.94 1.03 0.41
N -0.47 1.25 -0.94
O 0.09 -1.20 -0.82
O 0.07 0.30 1.24
S 3.04 -0.45 -0.21
S -0.59 0.03 -0.03
H -2.82 -0.93 -0.73
H -2.21 -1.69 0.85
H -2.89 -0.06 0.88
H 2.68 1.72 -0.41
H 2.88 1.42 1.43
H -1.03 1.11 -1.68
H 0.62 -1.77 -0.22
*
```

***

2.
This record from the Open Molecules 2025 dataset describes a structure of composition C41H36N12NaO3SSe in a non-equilibrium geometry. The level of theory is wB97M-V/def2-TZVPD.

- calculated total energy (Ha) = -5428.5955
- HOMO-LUMO gap (alpha / beta) (eV) = 6.55 / 4.23

The geometry in ORCA input format:
```
! RIJCOSX wB97M-V def2-TZVPD def2/J DEFGRID3
* xyz -1 1
Na -0.19 0.46 -1.11
N -2.51 8.03 2.59
C -2.37 6.67 2.27
C -1.11 6.07 2.29
C -0.97 4.70 2.06
C -2.11 3.92 1.86
C -3.38 4.49 1.91
C -3.51 5.86 2.14
S -1.91 2.14 1.55
O -1.20 1.74 2.78
O -3.28 1.64 1.50
N -1.04 1.94 0.23
C -1.51 2.39 -1.10
N -1.04 1.93 -2.46
C -1.58 2.51 -3.54
C -2.52 3.50 -3.45
C -2.90 3.89 -2.18
N -2.42 3.37 -1.03
H -1.70 8.57 2.33
H -3.38 8.42 2.23
H -0.22 6.66 2.47
H 0.01 4.23 2.06
H -4.26 3.86 1.78
H -4.50 6.29 2.21
H -1.22 2.15 -4.49
H -2.95 3.96 -4.33
H -3.64 4.67 -2.03
N -3.85 -4.23 3.10
C -3.89 -5.06 4.15
C -4.96 -5.83 4.61
C -4.73 -6.62 5.75
C -3.47 -6.63 6.39
C -2.42 -5.83 5.89
C -2.67 -5.06 4.76
N -1.83 -4.23 4.12
C -2.59 -3.73 3.10
C -2.05 -2.76 2.11
C -0.64 -2.29 2.22
C -0.16 -1.41 1.33
N -0.99 -0.92 0.27
C -2.22 -1.30 0.15
C -2.81 -2.27 1.10
H -4.64 -4.02 2.44
H -5.92 -5.82 4.11
H -5.53 -7.24 6.14
H -3.31 -7.24 7.26
H -1.45 -5.82 6.37
H 0.00 -2.66 3.01
H 0.87 -1.07 1.40
H -2.82 -0.91 -0.67
H -3.84 -2.57 0.96
C 4.85 3.27 -4.36
C 4.87 1.97 -3.63
C 4.42 0.79 -4.24
C 4.41 -0.41 -3.53
C 4.83 -0.46 -2.19
N 4.79 -1.71 -1.55
C 5.05 -2.05 -0.27
O 5.61 -3.13 -0.03
N 4.70 -1.26 0.77
C 3.58 -0.43 0.95
C 3.50 0.32 2.13
C 2.40 1.14 2.37
C 1.40 1.18 1.42
N 1.42 0.46 0.28
C 2.50 -0.33 0.07
C 5.30 0.71 -1.59
C 5.31 1.92 -2.30
H 4.76 3.12 -5.44
H 5.77 3.83 -4.18
H 4.00 3.87 -4.03
H 4.06 0.81 -5.26
H 4.05 -1.31 -4.03
H 4.84 -2.51 -2.17
H 5.19 -1.52 1.62
H 4.30 0.28 2.87
H 2.33 1.73 3.27
H 0.52 1.81 1.56
H 2.44 -0.91 -0.84
H 5.68 0.71 -0.58
H 5.67 2.82 -1.81
Se -2.85 -1.03 -2.81
N -1.00 -0.94 -2.52
C -0.37 -1.79 -3.24
C 1.02 -1.93 -3.23
C 1.62 -2.89 -4.06
C 0.82 -3.69 -4.90
C -0.57 -3.54 -4.91
C -1.15 -2.58 -4.07
N -2.41 -2.38 -4.03
H 1.64 -1.32 -2.59
H 2.69 -3.02 -4.07
H 1.29 -4.43 -5.54
H -1.18 -4.16 -5.56
H 1.23 0.46 -2.34
*
```

***

3.
This record from the Open Molecules 2025 dataset describes a structure of composition C20H14N5OS2Yb in a non-equilibrium geometry. The level of theory is wB97M-V/def2-TZVPD.

- ⟨S²⟩ = 0.75
- calculated total energy (Ha) = -3074.6316
- HOMO-LUMO gap (alpha / beta) (eV) = 7.04 / 7.04

The geometry in ORCA input format:
```
! RIJCOSX wB97M-V def2-TZVPD def2/J DEFGRID3
* xyz 0 2
Yb -1.45 0.13 1.86
C 0.63 -0.84 -2.11
C -0.08 -1.06 -0.81
N -0.43 -0.10 -0.05
N 0.06 1.21 -0.27
C -0.91 2.11 -0.09
S -2.61 1.78 0.30
S -0.44 3.78 0.07
C 1.36 3.67 -0.26
C 1.83 3.15 -1.61
C 1.27 3.65 -2.78
C 1.67 3.29 -4.04
C 2.74 2.44 -4.19
C 3.33 1.98 -3.03
C 2.95 2.34 -1.72
C -0.52 -2.45 -0.51
C -0.18 -3.51 -1.44
C -0.72 -4.76 -1.32
C -1.64 -5.00 -0.22
C -1.96 -4.03 0.70
C -1.35 -2.76 0.61
O -1.77 -1.84 1.52
H 1.22 0.08 -2.12
H -0.11 -0.82 -2.89
H 1.28 -1.64 -2.38
H 1.91 3.14 0.56
H 1.73 4.71 -0.28
H 0.38 4.30 -2.65
H 1.22 3.69 -4.92
H 3.21 2.14 -5.15
H 4.12 1.32 -3.09
H 3.41 1.95 -0.84
H 0.30 -3.25 -2.34
H -0.44 -5.53 -1.99
H -1.98 -6.00 -0.08
H -2.54 -4.30 1.52
N -1.45 0.18 4.17
C -1.74 -0.12 5.27
C -2.18 -0.44 6.54
C -2.31 -1.78 7.00
N -2.49 -2.82 7.49
C -2.55 0.61 7.42
N -2.75 1.43 8.18
*
```

***

4.
This record from the Open Molecules 2025 dataset describes a cluster of 2 separate species, C3H5Cl2N2 in total in a non-equilibrium geometry. The level of theory is wB97M-V/def2-TZVPD.

- relative energy (zero: lowest compared OMol25 entry of this formula, charge and spin) (kJ/mol) = 386.36
- calculated total energy (Ha) = -1146.8248
- HOMO-LUMO gap (eV) = 7.75

The geometry in ORCA input format:
```
! RIJCOSX wB97M-V def2-TZVPD def2/J DEFGRID3
* xyz 1 1
C -0.46 0.13 0.09
C -1.64 0.50 0.43
C 0.79 0.72 0.22
N 0.89 2.02 0.02
N -0.16 -1.79 -0.46
Cl -3.17 -0.09 0.71
Cl 2.26 -0.06 0.28
H 0.01 2.46 -0.16
H 1.81 2.41 0.13
H -0.71 -1.98 0.36
H 0.70 -2.27 -0.22
H -0.33 -2.06 -1.40
*
```

***

5.
This record from the Open Molecules 2025 dataset describes the ion C5H7O4S with charge -1 in a non-equilibrium geometry. The level of theory is wB97M-V/def2-TZVPD.

- relative energy (zero: lowest compared OMol25 entry of this formula, charge and spin) (kJ/mol) = 425.27
- calculated total energy (Ha) = -893.7420
- structure (SMILES) = C#CCCCOS(=O)(=O)[O-]
- HOMO-LUMO gap (eV) = 7.91

The geometry in ORCA input format:
```
! RIJCOSX wB97M-V def2-TZVPD def2/J DEFGRID3
* xyz -1 1
C 1.78 -2.33 0.21
C 2.17 -1.06 0.14
C 2.18 0.56 -0.03
C 0.71 1.20 0.29
C -0.42 0.48 -0.67
O -1.76 1.00 -0.45
S -2.77 -0.15 0.26
O -2.27 -0.35 1.70
O -2.89 -1.45 -0.51
O -4.33 0.46 0.42
H 1.36 -3.38 -0.03
H 3.02 0.99 0.63
H 2.47 0.74 -1.15
H 0.73 2.33 0.03
H 0.50 0.98 1.40
H -0.03 0.66 -1.76
H -0.45 -0.65 -0.50
*
```

***

6.
This record from the Open Molecules 2025 dataset describes a structure of composition C28H35BrF5N4O4PbS2SbTe in a non-equilibrium geometry. The level of theory is wB97M-V/def2-TZVPD.

- calculated total energy (Ha) = -6178.2581
- HOMO-LUMO gap (eV) = 8.42

The geometry in ORCA input format:
```
! RIJCOSX wB97M-V def2-TZVPD def2/J DEFGRID3
* xyz 2 1
Pb 0.39 -0.79 0.38
S -0.45 -0.58 -6.49
C -0.30 -0.39 -4.74
C -1.35 -0.56 -3.84
C -1.09 -0.47 -2.49
N 0.13 -0.23 -1.98
C 1.12 0.01 -2.85
C 0.95 -0.04 -4.22
C -1.69 -1.85 -6.58
C -1.31 -3.18 -6.47
C -2.30 -4.15 -6.43
N -3.60 -3.86 -6.49
C -3.95 -2.58 -6.65
C -3.04 -1.54 -6.71
H -2.36 -0.76 -4.18
H -1.90 -0.59 -1.77
H 2.10 0.22 -2.42
H 1.79 0.15 -4.87
H -0.26 -3.45 -6.42
H -2.05 -5.20 -6.35
H -5.02 -2.38 -6.72
H -3.36 -0.52 -6.85
Br -4.89 -2.29 2.20
C -4.10 -0.68 2.76
C -4.44 -0.11 3.98
N -3.89 1.02 4.43
C -3.00 1.63 3.66
C -2.60 1.13 2.42
C -3.17 -0.05 1.96
C -1.65 1.88 1.58
O -1.19 3.00 2.00
O -1.27 1.45 0.46
H -5.19 -0.58 4.61
H -2.58 2.55 4.04
H -2.91 -0.45 0.99
C -0.54 -0.92 5.48
C 0.56 0.12 5.61
S 1.05 0.75 4.01
O 1.84 -0.60 3.58
C 2.36 1.92 4.44
C 3.64 1.28 4.95
H -0.82 -1.27 6.47
H -0.20 -1.79 4.91
H -1.44 -0.51 5.00
H 1.46 -0.28 6.08
H 0.22 1.00 6.17
H 1.89 2.57 5.19
H 2.50 2.51 3.54
H 3.53 0.87 5.95
H 4.42 2.04 4.98
H 4.00 0.48 4.30
C -2.01 4.32 -0.54
Sb -0.17 3.73 0.29
C 0.61 5.33 1.39
C 0.97 3.21 -1.39
H -1.83 5.21 -1.16
H -2.71 4.57 0.25
H -2.39 3.52 -1.16
H 0.48 6.25 0.83
H 1.67 5.14 1.56
H 0.07 5.37 2.33
H 1.34 4.15 -1.81
H 0.32 2.71 -2.11
H 1.80 2.57 -1.11
F 4.50 -0.76 0.99
Te 3.75 0.92 1.24
F 1.19 2.51 1.27
F 2.42 0.05 -0.17
F 4.39 1.49 -0.41
F 5.46 1.32 1.90
O 2.19 -0.57 2.19
C 2.54 -4.98 -1.89
C 1.30 -4.54 -2.35
C 0.69 -3.50 -1.69
N 1.25 -2.88 -0.64
C 2.44 -3.31 -0.21
C 3.12 -4.35 -0.80
H 3.05 -5.80 -2.39
H 0.82 -5.01 -3.19
H -0.29 -3.14 -2.01
H 2.87 -2.78 0.64
H 4.08 -4.66 -0.42
*
```

***

7.
This record from the Open Molecules 2025 dataset describes an isolated molecule of C5H10O. The level of theory is wB97M-V/def2-TZVPD.

- relative energy (zero: lowest compared OMol25 entry of this formula, charge and spin) (kJ/mol) = 180.11
- calculated total energy (Ha) = -271.6840
- structure (SMILES) = CC[C@@]1(C)CO1
- HOMO-LUMO gap (eV) = 10.93

The geometry in ORCA input format:
```
! RIJCOSX wB97M-V def2-TZVPD def2/J DEFGRID3
* xyz 0 1
C -0.81 -0.52 1.79
C -1.02 -0.42 0.27
C 0.01 0.39 -0.53
C 1.43 0.64 -0.01
C 0.15 0.13 -1.96
O -0.61 1.23 -1.51
H -0.91 0.45 2.29
H 0.19 -0.92 2.02
H -1.54 -1.20 2.23
H -2.03 -0.01 0.09
H -1.03 -1.42 -0.15
H 1.50 0.49 1.06
H 2.08 -0.11 -0.49
H 1.81 1.62 -0.30
H -0.30 -0.78 -2.31
H 1.07 0.43 -2.47
*
```

***

8.
This record from the Open Molecules 2025 dataset describes an isolated molecule of C4H3NO3 in a non-equilibrium geometry. The level of theory is wB97M-V/def2-TZVPD.

- relative energy (zero: lowest compared OMol25 entry of this formula, charge and spin) (kJ/mol) = 809.10
- calculated total energy (Ha) = -434.4192
- structure (SMILES) = O=C1ON=C[C@H]2O[C@H]12
- HOMO-LUMO gap (eV) = 9.56

The geometry in ORCA input format:
```
! RIJCOSX wB97M-V def2-TZVPD def2/J DEFGRID3
* xyz 0 1
C -0.32 -1.06 0.28
C 0.71 1.15 -1.13
C 0.71 0.88 0.52
C -0.68 0.37 0.73
H 0.71 2.16 -1.74
H 1.73 0.50 0.99
H -1.53 0.98 0.10
N -0.05 0.21 -1.73
O -0.10 -2.13 0.84
O -0.07 -0.88 -1.12
O -0.22 1.37 1.59
*
```